1.
An isolated ion of composition C2H7N3P3 and charge +1. Source: the Open Molecules 2025 dataset; level of theory: wB97M-V/def2-TZVPD.

The geometry in XYZ format:
```
15
Properties=species:S:1:pos:R:3:nbo_charge:R:1
P -2.99 -0.93 0.03 1.07
P 0.15 -0.78 -0.38 1.45
P -1.60 1.76 -0.16 1.37
N -2.73 0.72 0.09 -1.26
N -0.26 0.74 -0.38 -1.28
N -1.28 -1.51 0.13 -1.29
C 2.49 1.29 0.07 -0.91
C 1.77 0.35 -0.62 0.43
H 2.01 2.17 -0.23 0.31
H 0.34 -1.39 -1.61 0.00
H 2.52 0.98 1.10 0.34
H -1.27 -2.58 0.08 0.43
H -3.49 -0.98 1.45 -0.02
H 3.49 1.28 -0.41 0.32
H 0.87 -1.14 0.85 0.05
```

The total energy comes out at -1268.254515 a.u. Its net charge is +1. For the HOMO energy (alpha / beta), the calculation gives -12.21 / -12.21 eV. The value obtained for the relative energy (zero: lowest compared OMol25 entry of this formula, charge and spin) is 132.59 kcal per mole. For the orbital gap (alpha / beta), the calculation gives 5.305 / 5.304 eV.

***

2.
C16H31NOP2Ru as an isolated structure. Source: the Open Molecules 2025 dataset; level of theory: wB97M-V/def2-TZVPD.

The geometry in XYZ format:
```
52
Properties=species:S:1:pos:R:3:lowdin_spin:R:1
Ru -0.07 -2.33 1.46 1.42
P -0.28 -1.99 -0.69 0.09
P 0.11 1.59 -1.26 0.09
O 0.11 0.41 4.61 0.08
N 0.48 -1.15 2.83 0.09
C -0.11 0.44 -0.05 0.01
C 0.59 -3.66 2.90 0.10
C -1.34 2.60 1.02 0.65
C -1.14 2.65 -2.05 0.01
C 0.23 0.23 -2.59 0.04
C -1.53 -3.25 -0.97 0.02
C 1.17 2.31 1.53 0.06
C -2.25 1.55 0.54 0.11
C -0.63 -0.98 -2.30 0.03
C -1.45 0.25 0.65 0.08
C 1.34 -2.61 -1.31 0.01
C 0.30 -0.37 3.72 0.05
C 0.01 2.64 0.59 0.36
C 1.56 2.58 -1.73 0.03
C 1.16 0.15 0.42 0.38
C 2.06 1.10 1.07 0.07
H 1.30 -0.02 -2.65 0.00
H 2.58 0.58 1.90 0.01
H 2.84 1.38 0.35 0.02
H 1.43 -3.25 3.50 0.01
H 1.78 -3.26 -0.54 0.00
H -2.51 -2.76 -1.00 0.00
H -0.48 -1.72 -3.10 0.01
H -0.03 0.74 -3.51 0.00
H -2.00 2.09 -2.47 0.00
H 0.80 -4.68 2.53 0.00
H 1.86 3.17 1.64 0.00
H -1.53 -2.88 1.97 -0.02
H -1.17 -0.05 1.67 0.00
H 2.50 2.03 -1.73 0.00
H -1.46 -3.96 -0.14 0.00
H -1.70 -0.74 -2.28 0.00
H 1.12 -3.16 -2.23 0.00
H 1.63 3.48 -1.11 0.00
H -1.30 -3.71 -1.93 0.01
H 1.50 -0.92 0.46 0.02
H 0.78 2.09 2.53 0.00
H -3.18 1.51 1.10 0.00
H -0.61 3.10 -2.91 0.00
H -1.48 3.47 -1.40 0.00
H -2.02 -0.59 0.21 0.01
H -1.61 3.12 1.96 0.04
H 1.35 2.89 -2.76 0.00
H 2.00 -1.78 -1.57 0.00
H -0.40 -3.64 3.43 0.01
H 0.16 3.66 0.21 0.04
H -2.52 1.67 -0.53 0.02
```

As for the multiplicity: 5. The total energy comes out at -1534.827960 a.u. Its net charge is +2. The expectation value of S² is 6.1161. For the HOMO energy (alpha / beta), the calculation gives -14.22 / -15.62 eV. The value obtained for the relative energy (zero: lowest compared OMol25 entry of this formula, charge and spin) is 121.21 kcal per mole. For the orbital gap (alpha / beta), the calculation gives 5.736 / 6.517 eV.

***

3.
C7H8N5O as an isolated structure. Source: the Open Molecules 2025 dataset; level of theory: wB97M-V/def2-TZVPD.

The geometry in XYZ format:
```
21
Properties=species:S:1:pos:R:3:nbo_charge:R:1
O -1.23 2.54 1.23 -0.52
N -2.10 1.11 -1.41 -0.46
N 0.26 -1.37 1.84 -0.78
N 0.60 -0.77 -0.43 -0.45
N 0.40 1.03 1.30 -0.67
N -0.79 -0.42 -2.39 -0.45
C -0.31 -0.12 -1.19 0.32
C 1.96 -0.93 -0.63 0.11
C -0.75 1.59 0.69 0.66
C -1.85 0.42 -2.55 0.23
C 2.33 -0.54 0.58 -0.35
C -1.08 0.83 -0.52 -0.13
C 0.94 -0.22 0.94 0.46
H -0.37 -1.00 2.62 0.47
H 0.92 1.59 1.98 0.44
H -2.61 0.26 -3.34 0.24
H 1.01 -2.12 2.05 0.46
H 3.27 -0.30 0.93 0.25
H -2.83 1.72 -1.19 0.44
H 2.43 -1.38 -1.54 0.26
H -0.22 -1.94 1.03 0.48
```

The total energy comes out at -620.248973 a.u. Its net charge is +1. For the HOMO energy, the calculation gives -12.26 eV. The value obtained for the relative energy (zero: lowest compared OMol25 entry of this formula, charge and spin) is 14.02 kcal per mole. For the orbital gap, the calculation gives 8.670 eV.

***

4.
C52H66N2O2P2ReSi as an isolated structure. Source: the Open Molecules 2025 dataset; level of theory: wB97M-V/def2-TZVPD.

The geometry in XYZ format:
```
126
Properties=species:S:1:pos:R:3:lowdin_spin:R:1
Re 0.73 -0.18 -0.26 0.91
P 1.26 -1.44 1.78 0.00
P 1.46 2.11 -0.79 0.00
Si 3.22 -0.50 -0.49 0.02
O -1.50 -1.41 -3.59 0.00
O -1.28 -0.02 0.70 0.01
N -3.13 -0.50 -0.64 0.00
N -1.06 -0.63 -1.46 0.01
C 2.05 1.23 -4.39 0.00
C 5.04 3.73 0.39 0.00
C 0.57 4.54 0.57 0.00
C -4.58 -0.37 -4.11 0.00
C -0.82 -4.83 3.02 0.00
C -4.16 -4.69 -2.54 0.00
C -0.41 5.01 1.65 0.00
C 4.75 -3.16 3.04 0.00
C 1.92 1.15 4.90 0.00
C -4.01 -2.36 -1.97 0.00
C 3.94 1.19 0.00 0.00
C -5.77 -3.73 -1.05 0.00
C 0.26 3.08 0.24 0.00
C -0.52 -0.23 3.72 0.00
C 3.72 3.60 -0.02 0.00
C -1.84 -0.36 -0.38 0.01
C -5.17 0.57 -4.95 0.00
C 5.13 -2.20 0.87 0.00
C 5.26 1.34 0.44 0.00
C 5.58 -2.94 1.94 0.00
C -5.15 -2.50 -1.17 0.00
C -3.53 -3.46 -2.66 0.00
C 0.94 -0.59 3.39 0.00
C 3.16 2.34 -0.18 0.00
C 2.68 2.18 -3.35 0.00
C -5.20 1.91 -4.59 0.00
C -1.17 3.00 -0.32 0.00
C 3.00 -1.94 1.93 0.00
C -1.00 -5.50 1.66 0.00
C 0.35 -3.83 2.97 0.00
C 1.60 2.87 -2.49 0.00
C -4.65 2.31 -3.39 0.00
C -5.27 -4.83 -1.72 0.00
C 5.80 2.60 0.64 0.00
C -0.98 -3.04 0.94 0.00
C 0.78 0.59 -3.84 0.01
C 3.46 -2.65 3.03 0.00
C -0.30 1.66 -3.63 0.00
C 1.83 0.66 3.45 0.00
C -1.48 -4.47 0.63 0.00
C 3.84 -1.68 0.85 0.00
C 3.94 -1.11 -2.13 0.01
C -3.34 -0.99 -2.01 0.00
C 0.32 3.02 -3.29 0.00
C -2.15 3.40 0.79 0.00
C -1.85 -1.07 -2.51 0.00
C 0.61 0.91 5.67 0.00
C 0.40 -3.09 1.61 0.00
C -4.04 0.03 -2.90 0.00
C -0.58 0.95 4.72 0.00
C -4.07 1.38 -2.54 0.00
C -1.87 4.83 1.24 0.00
H 2.83 -2.82 3.90 0.00
H -1.16 -4.76 -0.37 0.00
H 1.40 1.43 2.80 0.00
H -5.60 0.25 -5.89 0.00
H 3.15 4.50 -0.23 0.00
H 5.11 -3.72 3.89 0.00
H 5.87 0.46 0.61 0.00
H -3.86 -0.41 0.05 0.00
H -0.99 1.36 -2.83 0.00
H 0.23 -3.13 3.80 0.00
H -4.56 -1.41 -4.39 0.00
H 5.47 4.72 0.51 0.00
H -2.52 5.09 2.08 0.00
H 1.59 4.66 0.94 0.00
H 5.01 -0.90 -2.15 0.00
H 5.80 -2.01 0.03 0.00
H -0.61 -5.57 3.79 0.00
H -1.71 -6.32 1.73 0.00
H 1.28 -4.36 3.12 0.00
H 6.59 -3.35 1.94 0.00
H -5.58 -1.64 -0.67 0.00
H 1.07 -3.63 0.93 0.00
H 2.83 0.45 3.06 0.00
H -1.51 0.89 5.28 0.00
H -1.40 2.01 -0.70 0.00
H 2.74 0.63 5.40 0.00
H 1.31 -1.30 4.13 0.00
H 3.79 -2.18 -2.24 0.00
H -1.07 0.05 2.82 0.00
H -3.78 -5.54 -3.08 0.00
H -2.67 -3.36 -3.31 0.00
H -0.21 4.44 2.57 0.00
H 1.96 3.86 -2.18 0.00
H -5.75 -5.80 -1.61 0.00
H 0.50 1.66 6.45 0.00
H -1.75 -4.32 3.30 0.00
H 3.38 1.63 -2.72 0.00
H 2.17 2.21 4.90 0.00
H 0.64 -0.07 6.17 0.00
H 0.41 -0.19 -4.50 0.00
H -1.29 3.70 -1.15 0.00
H 0.59 3.54 -4.21 0.00
H -0.41 3.66 -2.79 0.00
H 3.25 2.95 -3.86 0.00
H 0.28 2.52 1.19 0.00
H 0.46 5.16 -0.33 0.00
H -6.66 -3.82 -0.43 0.00
H 2.77 0.48 -4.69 0.00
H -0.04 -5.93 1.35 0.00
H -2.58 -4.45 0.62 0.00
H 6.82 2.70 0.98 0.00
H 1.79 1.78 -5.30 0.00
H -0.58 1.90 4.19 0.00
H -3.18 3.32 0.42 0.00
H -4.69 3.36 -3.10 0.00
H -0.91 1.75 -4.54 0.00
H -2.10 5.52 0.42 0.00
H 3.50 -0.62 -3.00 0.00
H -3.65 1.71 -1.60 0.00
H -1.68 -2.51 1.58 0.00
H -0.91 -2.51 -0.01 0.00
H 1.01 0.09 -2.88 0.01
H -1.02 -1.10 4.15 0.00
H -5.66 2.63 -5.26 0.00
H -2.05 2.71 1.63 0.00
H -0.21 6.06 1.88 0.00
```

As for the multiplicity: 2. The total energy comes out at -3331.129176 a.u. Its net charge is +2. The expectation value of S² is 0.7678. For the HOMO energy (alpha / beta), the calculation gives -13.44 / -13.44 eV. For the orbital gap (alpha / beta), the calculation gives 5.529 / 5.935 eV.

***

5.
One molecule with the formula C2H9B2NO. Source: the Open Molecules 2025 dataset; level of theory: wB97M-V/def2-TZVPD.

The geometry in XYZ format:
```
15
Properties=species:S:1:pos:R:3:nbo_charge:R:1
O 1.12 1.35 -1.14 -0.86
N -2.07 -0.51 -0.85 -0.84
C -1.78 -0.12 0.54 -0.58
C 2.25 -0.48 0.11 -0.98
B 0.99 0.45 -0.10 0.66
B -0.35 0.40 0.90 0.31
H 3.13 0.15 0.25 0.25
H -1.68 0.13 -1.53 0.35
H -0.19 0.81 2.02 -0.06
H -2.51 0.64 0.84 0.22
H -1.99 -0.98 1.18 0.24
H 0.28 1.79 -1.33 0.48
H -1.78 -1.46 -1.05 0.36
H 2.16 -1.13 0.97 0.22
H 2.43 -1.05 -0.80 0.24
```

The total energy comes out at -261.301187 a.u. Its SMILES is CB(O)BCN. For the HOMO energy, the calculation gives -8.98 eV. For the orbital gap, the calculation gives 9.139 eV.

***

6.
One molecule with the formula C3H8N2O. Source: the Open Molecules 2025 dataset; level of theory: wB97M-V/def2-TZVPD.

The geometry in XYZ format:
```
14
Properties=species:S:1:pos:R:3:nbo_charge:R:1
O 0.13 -1.79 1.28 -0.72
N -1.29 0.47 0.26 -0.40
N -0.90 -0.39 -0.84 -0.48
C 0.69 -0.52 1.43 -0.13
C 0.05 0.21 -1.79 -0.45
C -0.11 0.61 0.86 0.20
H -0.29 -0.12 -2.78 0.20
H 0.27 1.61 1.10 0.18
H 0.79 -0.32 2.51 0.21
H -1.87 1.27 0.04 0.37
H -0.30 -1.77 0.40 0.50
H 1.70 -0.45 1.01 0.18
H 1.08 -0.13 -1.68 0.16
H 0.04 1.31 -1.80 0.17
```

The total energy comes out at -303.692657 a.u. For the HOMO energy (alpha / beta), the calculation gives -7.99 / -7.99 eV. The value obtained for the relative energy (zero: lowest compared OMol25 entry of this formula, charge and spin) is 125.17 kcal per mole. For the orbital gap (alpha / beta), the calculation gives 7.839 / 7.842 eV.

***

7.
A 6-piece molecular cluster, C12H36O6 overall. Source: the Open Molecules 2025 dataset; level of theory: wB97M-V/def2-TZVPD.

The geometry in XYZ format:
```
54
Properties=species:S:1:pos:R:3:nbo_charge:R:1
O -6.08 -2.68 -3.13 -0.72
O 1.97 3.51 -1.82 -0.74
O 3.31 0.71 1.39 -0.74
O 0.15 0.75 0.70 -0.75
O 2.58 5.46 0.71 -0.74
O -2.61 -5.31 0.46 -0.72
C 3.37 1.92 -2.99 -0.63
C -5.27 -2.40 -0.89 -0.63
C -1.90 0.62 -0.69 -0.63
C 3.44 -0.70 1.12 -0.07
C -0.40 0.85 -0.62 -0.07
C 2.57 -1.50 2.06 -0.64
C 2.76 2.35 -1.65 -0.05
C -6.48 -2.65 -1.76 -0.07
C -1.64 -4.72 1.32 -0.06
C 3.04 4.47 1.64 -0.07
C 1.87 3.95 2.45 -0.64
C -1.46 -3.26 0.93 -0.64
H 1.23 3.20 1.97 0.22
H 2.84 -2.55 1.92 0.21
H 3.57 3.68 1.10 0.16
H 4.50 -0.96 1.16 0.17
H -5.56 -2.19 0.15 0.21
H -4.71 -1.50 -1.17 0.21
H -2.30 1.00 -1.63 0.22
H 2.42 4.21 -2.31 0.47
H 3.75 4.99 2.28 0.17
H 3.09 -0.94 0.12 0.17
H 3.53 2.63 -0.92 0.17
H 2.17 1.51 -1.30 0.17
H -0.65 -5.19 1.28 0.15
H -1.96 -4.96 2.33 0.18
H -6.90 -2.68 -3.63 0.46
H -7.16 -1.80 -1.59 0.16
H -2.10 -0.44 -0.54 0.20
H 3.98 1.03 -2.94 0.21
H -4.52 -3.20 -0.90 0.21
H -7.00 -3.58 -1.51 0.16
H -1.10 -3.13 -0.10 0.20
H 2.38 5.00 -0.11 0.47
H 3.97 2.74 -3.39 0.20
H -2.35 -2.64 1.06 0.21
H -0.23 1.93 -0.76 0.17
H -0.71 -2.75 1.55 0.22
H 2.56 1.69 -3.69 0.21
H 0.16 0.25 -1.34 0.15
H -2.38 1.16 0.13 0.22
H 1.50 -1.32 1.95 0.23
H 2.21 3.44 3.36 0.20
H 1.19 4.77 2.71 0.22
H 3.82 0.85 2.20 0.47
H -2.35 -5.16 -0.46 0.46
H 2.78 -1.30 3.12 0.20
H 1.11 0.80 0.68 0.48
```

The total energy comes out at -930.148608 a.u. Its SMILES is CCO.CCO.CCO.CCO.CCO.CCO. For the HOMO energy, the calculation gives -9.84 eV. The value obtained for the relative energy (zero: lowest compared OMol25 entry of this formula, charge and spin) is 59.23 kcal per mole. For the orbital gap, the calculation gives 10.409 eV.

***

8.
H14O7 as an isolated structure. Source: the Open Molecules 2025 dataset; level of theory: wB97M-V/def2-TZVPD.

The geometry in XYZ format:
```
21
Properties=species:S:1:pos:R:3:nbo_charge:R:1
O 23.63 -16.94 26.34 -0.89
O 23.74 -11.47 28.81 -0.98
O 24.03 -13.97 27.26 -0.94
O 25.04 -11.49 27.12 -0.89
O 23.17 -16.49 28.34 -1.02
O 23.39 -14.43 29.23 -0.95
O 24.09 -15.14 25.36 -0.84
H 23.79 -16.08 25.94 0.42
H 23.18 -17.44 25.67 0.46
H 22.75 -13.72 29.18 0.46
H 23.95 -14.93 24.44 0.52
H 24.73 -11.11 26.30 0.50
H 24.24 -13.05 27.06 0.47
H 24.03 -14.40 26.41 0.46
H 23.95 -14.31 28.47 0.45
H 23.25 -10.73 28.46 0.44
H 23.18 -16.79 27.43 0.42
H 24.76 -15.83 25.35 0.53
H 23.31 -15.54 28.29 0.44
H 25.52 -10.79 27.55 0.52
H 24.38 -11.67 28.14 0.43
```

The total energy comes out at -534.739443 a.u. For the HOMO energy, the calculation gives -7.60 eV. The value obtained for the relative energy (zero: lowest compared OMol25 entry of this formula, charge and spin) is 241.21 kcal per mole. For the orbital gap, the calculation gives 6.821 eV.

***

Q: The lowest total energy belongs to which entry?
A: C52H66N2O2P2ReSi

***

Q: total energy of number 7 (C12H36O6)?
A: -930.148608 a.u.

***

Q: Number 1 is which compound?
A: C2H7N3P3

***

Q: total energy of number 6 (C3H8N2O)?
A: -303.692657 a.u.